Formula: C16H18BrN4O7Pt
Source: OMol25
Level of theory: wB97M-V/def2-TZVPD

```
! RIJCOSX wB97M-V def2-TZVPD def2/J DEFGRID3
* xyz 1 1
Pt -0.245 1.240 -0.019
O 1.198 2.018 -1.344
C 2.604 1.745 -1.207
C 3.135 1.968 0.198
N 2.634 0.994 1.201
C 2.179 1.531 2.494
C 0.807 2.253 2.439
O 0.231 2.378 3.488
O 0.435 2.692 1.271
C 2.550 -0.247 0.937
C 1.099 -3.520 0.191
O 2.199 -3.800 -0.032
O -0.002 -3.241 0.426
H 1.048 2.973 -1.375
H 2.727 0.722 -1.553
H 3.147 2.408 -1.881
H 4.223 1.896 0.186
H 2.854 2.955 0.559
H 2.126 0.719 3.213
H 2.921 2.251 2.840
H 2.857 -0.645 -0.018
H 2.167 -0.911 1.701
C 0.658 -2.779 -3.389
N -0.331 -1.848 -2.858
C -1.605 -1.794 -3.369
C -2.515 -0.919 -2.930
C -2.148 0.042 -1.904
O -2.907 0.866 -1.428
N -0.846 -0.089 -1.398
C 0.058 -0.995 -1.850
O 1.208 -1.081 -1.386
H 0.188 -3.369 -4.171
H 1.026 -3.444 -2.611
H 1.506 -2.238 -3.805
H -1.819 -2.512 -4.149
H -3.514 -0.886 -3.332
Br -5.117 -0.506 4.091
C -3.719 -0.033 2.939
C -3.365 1.296 2.779
C -2.329 1.604 1.924
N -1.665 0.656 1.246
C -2.011 -0.630 1.400
C -3.031 -1.014 2.241
H -3.877 2.086 3.307
H -2.004 2.621 1.772
H -1.455 -1.354 0.825
H -3.282 -2.060 2.342
*
```

Calculated values
Energy above the lowest of the compared OMol25 structures with the same formula, charge and spin in kcal per mole: 0.5
Gap between HOMO and LUMO in hartree: 0.2810
Total energy in eV: -110461.9660
Lowest unoccupied orbital energy in eV: -3.90

Partial charges, Löwdin, in e:
1. Pt 1.23
2. O -0.16
3. C -0.16
4. C -0.07
5. N -0.10
6. C -0.02
7. C -0.63
8. O 0.11
9. O -0.21
10. C 0.17
11. C -0.43
12. O 0.22
13. O 0.20
14. H 0.13
15. H 0.11
16. H 0.15
17. H 0.15
18. H 0.14
19. H 0.14
20. H 0.15
21. H 0.10
22. H 0.13
23. C 0.01
24. N -0.04
25. C -0.04
26. C 0.03
27. C -0.50
28. O 0.04
29. N -0.02
30. C -0.51
31. O -0.04
32. H 0.10
33. H 0.08
34. H 0.10
35. H 0.13
36. H 0.12
37. Br 0.83
38. C -0.67
39. C -0.06
40. C -0.08
41. N -0.11
42. C -0.09
43. C -0.07
44. H 0.12
45. H 0.12
46. H 0.09
47. H 0.12



Formula: C3H7NOS
Source: OMol25
Level of theory: wB97M-V/def2-TZVPD

```
! RIJCOSX wB97M-V def2-TZVPD def2/J DEFGRID3
* xyz 0 1
N 0.306 1.071 -1.180
C 0.500 -0.129 -0.364
C 1.641 0.153 0.592
O 2.601 -0.556 0.709
C -0.707 -0.551 0.504
S -2.321 -0.035 -0.144
H -0.567 1.014 -1.689
H 0.314 1.893 -0.584
H 0.872 -0.943 -0.986
H 1.553 1.086 1.196
H -0.617 -0.134 1.501
H -0.684 -1.624 0.620
H -2.890 -1.246 -0.175
*
```

Calculated values
Energy above the lowest of the compared OMol25 structures with the same formula, charge and spin in kcal per mole: 30.7
Gap between HOMO and LUMO in hartree: 0.3753
Total energy in eV: -17596.5980
Lowest unoccupied orbital energy in eV: 0.65

Partial charges, Löwdin, in e:
1. N 0.02
2. C -0.43
3. C -0.25
4. O 0.08
5. C -0.51
6. S 0.72
7. H 0.03
8. H 0.07
9. H 0.14
10. H 0.14
11. H 0.06
12. H 0.08
13. H -0.15



- The highest lowest unoccupied orbital energy belongs to which entry?
  C3H7NOS



- Among the records above, which one has the lowest total energy?
  C16H18BrN4O7Pt



Repeat the first record exactly.
Formula: C16H18BrN4O7Pt
Source: OMol25
Level of theory: wB97M-V/def2-TZVPD

```
! RIJCOSX wB97M-V def2-TZVPD def2/J DEFGRID3
* xyz 1 1
Pt -0.245 1.240 -0.019
O 1.198 2.018 -1.344
C 2.604 1.745 -1.207
C 3.135 1.968 0.198
N 2.634 0.994 1.201
C 2.179 1.531 2.494
C 0.807 2.253 2.439
O 0.231 2.378 3.488
O 0.435 2.692 1.271
C 2.550 -0.247 0.937
C 1.099 -3.520 0.191
O 2.199 -3.800 -0.032
O -0.002 -3.241 0.426
H 1.048 2.973 -1.375
H 2.727 0.722 -1.553
H 3.147 2.408 -1.881
H 4.223 1.896 0.186
H 2.854 2.955 0.559
H 2.126 0.719 3.213
H 2.921 2.251 2.840
H 2.857 -0.645 -0.018
H 2.167 -0.911 1.701
C 0.658 -2.779 -3.389
N -0.331 -1.848 -2.858
C -1.605 -1.794 -3.369
C -2.515 -0.919 -2.930
C -2.148 0.042 -1.904
O -2.907 0.866 -1.428
N -0.846 -0.089 -1.398
C 0.058 -0.995 -1.850
O 1.208 -1.081 -1.386
H 0.188 -3.369 -4.171
H 1.026 -3.444 -2.611
H 1.506 -2.238 -3.805
H -1.819 -2.512 -4.149
H -3.514 -0.886 -3.332
Br -5.117 -0.506 4.091
C -3.719 -0.033 2.939
C -3.365 1.296 2.779
C -2.329 1.604 1.924
N -1.665 0.656 1.246
C -2.011 -0.630 1.400
C -3.031 -1.014 2.241
H -3.877 2.086 3.307
H -2.004 2.621 1.772
H -1.455 -1.354 0.825
H -3.282 -2.060 2.342
*
```

Calculated values
Energy above the lowest of the compared OMol25 structures with the same formula, charge and spin in kcal per mole: 0.5
Gap between HOMO and LUMO in hartree: 0.2810
Total energy in eV: -110461.9660
Lowest unoccupied orbital energy in eV: -3.90

Partial charges, Löwdin, in e:
1. Pt 1.23
2. O -0.16
3. C -0.16
4. C -0.07
5. N -0.10
6. C -0.02
7. C -0.63
8. O 0.11
9. O -0.21
10. C 0.17
11. C -0.43
12. O 0.22
13. O 0.20
14. H 0.13
15. H 0.11
16. H 0.15
17. H 0.15
18. H 0.14
19. H 0.14
20. H 0.15
21. H 0.10
22. H 0.13
23. C 0.01
24. N -0.04
25. C -0.04
26. C 0.03
27. C -0.50
28. O 0.04
29. N -0.02
30. C -0.51
31. O -0.04
32. H 0.10
33. H 0.08
34. H 0.10
35. H 0.13
36. H 0.12
37. Br 0.83
38. C -0.67
39. C -0.06
40. C -0.08
41. N -0.11
42. C -0.09
43. C -0.07
44. H 0.12
45. H 0.12
46. H 0.09
47. H 0.12